[1]
Here is a cluster of 2 separate species, C5H10N4O2 in total from OMol25. Energies are from the ωB97M-V functional and the def2-TZVPD basis.

Summary:
Total charge: +2

Atoms and positions in Å:
C 0.88660 1.12616 -1.72725
C -0.72264 0.14415 -0.44020
C -0.15688 -0.98884 1.49668
C -1.50888 1.59244 -2.21294
C -0.38124 -0.52153 -2.74220
N 8.53278 1.70600 4.75045
N 7.71140 1.40537 4.10218
N 0.21634 -0.18965 0.42983
N -0.40336 0.65552 -1.80273
O 1.65467 1.97140 -1.78558
O 1.41982 0.07292 0.30028
H -1.74845 0.05560 -0.17218
H -1.27896 -1.33712 1.61784
H 0.35019 -1.92510 1.49931
H -0.01420 -0.53839 2.45655
H -1.64799 2.38857 -1.54559
H -1.23081 2.04851 -3.16197
H -2.40450 0.99027 -2.18234
H -0.37681 0.00858 -3.73768
H 0.49210 -1.32197 -2.72609
H -1.38456 -0.93623 -2.57294

Cartesian forces (eV/Å) of the 3 atoms listed first:
2.8674 4.3401 1.6475
0.7404 -0.5402 1.7254
-3.9904 -2.4723 3.6918


[2]
Here is a cluster of 2 separate species, C3H2Cl2O in total from OMol25. Energies are from the ωB97M-V functional and the def2-TZVPD basis.

Summary:
SMILES: ClC#CCl.C=O

Atoms and positions in Å:
Cl -3.10767 -1.04575 0.27623
C -1.60015 -1.02248 0.90750
C -0.41819 -0.95133 1.13904
Cl 1.05074 -0.96222 1.85552
C 1.01871 0.99613 -1.04741
O 0.50210 -0.07325 -1.16339
H 1.37038 1.37794 -0.07337
H 1.18409 1.68096 -1.89411

Cartesian forces (eV/Å) of the 3 atoms listed first:
-0.2461 -0.0188 -0.0068
1.0808 0.1393 -0.1725
-1.4069 -0.3188 0.6253


[3]
Here is a cluster of 4 separate species, C12H35N3O4 in total from OMol25. Energies are from the ωB97M-V functional and the def2-TZVPD basis.

Summary:
SMILES: COC[C@H](C)N.COC[C@H](C)N.COC[C@H](C)N.O

Atoms and positions in Å:
C 2.53556 -5.52663 0.07854
O 1.76901 -4.44547 0.60282
C 0.45617 -4.80645 1.01267
C -0.34356 -3.51519 0.85219
C -1.83144 -3.66924 1.30572
N -0.32987 -3.00847 -0.56164
H 3.36862 -5.00613 -0.47518
H 1.96767 -6.12954 -0.67356
H 3.02896 -6.13690 0.81896
H 0.11830 -5.57791 0.27799
H 0.42487 -5.16458 2.09113
H 0.08616 -2.63381 1.47229
H -2.38234 -4.26551 0.58809
H -2.36758 -2.75260 1.49383
H -1.78931 -4.31899 2.23611
H -0.42557 -3.79769 -1.10867
H 0.56362 -2.75281 -0.77903
C 3.12566 1.14578 0.45412
O 1.89388 1.30016 1.17823
C 0.93581 0.29261 0.93427
C -0.28327 0.70715 1.82160
C 0.05064 0.76051 3.37436
N -1.32180 -0.30621 1.65338
H 2.98488 1.00421 -0.61301
H 3.62505 0.15512 0.69145
H 3.73892 1.98527 0.72074
H 0.62946 0.32515 -0.11122
H 1.24905 -0.77878 1.17754
H -0.57222 1.67029 1.35867
H 0.51374 -0.21822 3.64257
H -0.90014 0.78117 3.92191
H 0.61864 1.53277 3.82756
H -2.01564 -0.12113 2.35017
H -1.75086 -0.33601 0.76909
C 1.25444 3.25216 -2.20265
O 0.08307 3.30750 -2.95719
C -1.28096 3.01302 -2.47580
C -1.93810 4.00658 -1.42717
C -1.81601 5.50195 -1.83872
N -1.34648 3.74739 -0.15987
H 2.00408 3.86227 -2.68645
H 1.56619 2.17890 -2.05549
H 1.10387 3.67330 -1.21958
H -1.95118 2.99908 -3.33114
H -1.28687 2.00834 -2.09063
H -3.05418 3.73598 -1.32697
H -0.85067 5.94700 -1.67554
H -2.50845 6.26762 -1.44716
H -1.97095 5.57897 -2.94689
H -0.65441 4.43934 0.15904
H -0.85869 2.87443 -0.11413
O -1.06541 -0.53693 -2.17978
H -1.74655 -0.95369 -2.81295
H -1.05381 -1.29514 -1.59458

Cartesian forces (eV/Å) of the 3 atoms listed first:
0.7567 1.4759 -1.5235
0.2788 -0.9632 0.1622
0.2842 0.5056 0.1184


[4]
Here is a cluster of 2 separate species, C3H3N3O2 in total from OMol25. Energies are from the ωB97M-V functional and the def2-TZVPD basis.

Atoms and positions in Å:
C -1.38318 -0.06837 -0.05884
C 0.07339 -0.03976 0.25224
C 0.86294 1.03975 -0.20243
H -1.64640 1.28653 1.44043
H -3.03454 0.66763 0.33206
H 0.70586 2.21819 -0.04726
N -2.08509 1.04339 0.09456
N 1.96457 -0.73461 0.12737
N 0.70074 -1.03925 0.50066
O -1.77975 -1.18618 -0.48898
O 2.10408 0.60508 -0.35217

Cartesian forces (eV/Å) of the 3 atoms listed first:
1.4935 -6.2260 -0.9008
-5.9094 9.5569 -2.8168
-0.4848 3.0502 1.0645


[5]
Here is a structure of composition C15H18N10O12Sr from OMol25. Energies are from the ωB97M-V functional and the def2-TZVPD basis.

Atoms and positions in Å:
Sr 0.92261 -0.10075 0.83265
N -2.29805 -0.89532 0.61107
N -2.83558 -0.67939 1.89394
C -2.15682 0.07715 2.78566
N -2.68467 0.26718 3.99026
N -0.99608 0.54208 2.32901
N -0.22459 1.38696 3.12482
O -0.52955 1.77677 4.19883
O 0.83943 1.65152 2.55302
H -3.04214 -0.75842 -0.06398
H -1.89039 -1.82832 0.55354
H -3.53917 -1.32092 2.25053
H -3.52802 -0.21500 4.25031
H -2.15651 0.79412 4.67528
O 2.13543 -7.23617 4.33128
N 2.79811 -6.69290 3.47797
O 3.89296 -7.04467 3.11123
C 2.20006 -5.51715 2.81468
C 2.91093 -4.88336 1.81842
C 2.34292 -3.79115 1.19139
C 1.05241 -3.31308 1.50737
O 0.46230 -2.32845 0.94670
C 0.43878 -4.01661 2.54804
C 0.94315 -5.09223 3.22288
N -0.91182 -3.50167 2.94662
O -1.84512 -3.75856 2.22049
O -0.95721 -2.73876 3.88054
N 3.19254 -3.11780 0.15433
O 4.29766 -3.56261 -0.00540
O 2.73727 -2.17573 -0.46053
H 3.89949 -5.22268 1.53750
H 0.41034 -5.58504 4.02345
C 5.87406 -0.53419 -0.86310
C 5.91738 0.08887 0.52196
C 4.95240 1.27798 0.70836
C 5.20077 1.92880 2.07546
C 4.34729 3.14824 2.36418
C 5.25112 2.29373 -0.37224
O 6.32398 2.85088 -0.44349
N 4.26267 2.54443 -1.28246
C 2.97449 2.01572 -1.27612
O 2.19382 2.36625 -2.12713
N 2.62329 1.11050 -0.28828
C 3.52943 0.76613 0.64521
O 3.19568 -0.04041 1.55954
H 6.46748 -1.44669 -0.90672
H 6.27764 0.15413 -1.60693
H 4.86101 -0.81590 -1.15704
H 6.91815 0.47014 0.73548
H 5.67042 -0.64147 1.29526
H 6.25936 2.19324 2.09864
H 5.02906 1.15444 2.82632
H 4.52636 3.94439 1.63906
H 4.57790 3.55259 3.34914
H 3.27756 2.92255 2.35838
H 4.46762 3.21022 -2.01710

Cartesian forces (eV/Å) of the 3 atoms listed first:
-0.5478 -0.4238 -1.0147
-0.1073 -0.0543 0.2842
-0.1345 -0.0956 0.0722


For the records above, the corresponding maximum force values read 0.1161 0.0306 0.0663 0.2253 0.0522 hartree/bohr.
For the records above, the corresponding relative energy (zero: lowest compared OMol25 entry of this formula, charge and spin) values read 924.79 310.25 232.14 683.54 74.84 kJ/mol.
For the records above, the corresponding Kohn-Sham gap values read 6.02 10.07 9.17 9.55 8.52 eV.